Entry 1:
# C6H12O

2 unconnected molecules or ions with the total composition C6H12O (ωB97M-V/def2-TZVPD, the Open Molecules 2025 dataset).

The value obtained for the LUMO energy is 0.77 eV. Its frontier orbital gap is 0.377 Eh. The calculation puts the energy above the lowest of the compared OMol25 structures with the same formula, charge and spin at 82.9 kcal/mol. The value obtained for the HOMO energy is -9.49 eV.

```
19
Properties=species:S:1:pos:R:3:forces:R:3
C -0.6115 -0.1066 -2.1812 0.0 0.0 -0.1
C -0.0282 -0.1404 -0.7677 0.0 0.0 0.1
C 0.7650 -1.4219 -0.5088 0.1 -0.1 0.0
C 0.8587 1.0635 -0.5698 0.1 -0.2 -0.2
O 0.1740 2.3456 -0.4099 0.1 0.1 0.3
C 0.8513 1.9624 0.6242 -0.2 0.1 -0.4
C -0.7019 0.1554 2.8182 0.0 0.0 0.0
H -1.2539 -0.9724 -2.3715 0.1 0.1 0.1
H -1.2014 0.8017 -2.3394 0.1 -0.1 0.0
H 0.1951 -0.1179 -2.9241 -0.1 0.0 0.1
H -0.8499 -0.0842 -0.0452 0.1 0.0 -0.1
H 1.6467 -1.4748 -1.1588 -0.1 0.0 0.1
H 0.1484 -2.3022 -0.7189 0.1 0.1 0.0
H 1.1049 -1.4820 0.5301 0.0 0.0 -0.1
H 1.7119 1.1413 -1.2429 0.0 0.0 0.1
H 0.0054 0.9130 2.4674 -0.2 -0.2 0.1
H -1.4646 -0.0139 2.0516 0.1 0.0 0.2
H -1.1851 0.5112 3.7328 0.1 -0.1 -0.1
H -0.1651 -0.7778 3.0139 -0.1 0.1 0.0
```
Positions in Å, forces in eV/Å.


Entry 2:
# C32H38BiBrF4NPSi3

A molecular structure, C32H38BiBrF4NPSi3 in a non-equilibrium geometry (ωB97M-V/def2-TZVPD, the Open Molecules 2025 dataset).

Its charge is +2. The value obtained for the LUMO energy is -6.80 eV. Its frontier orbital gap is 0.282 Eh. The value obtained for the HOMO energy is -14.46 eV.

```
81
Properties=species:S:1:pos:R:3:forces:R:3
Bi 0.0182 -0.8893 -0.9357 0.2 -0.5 0.2
F -3.9924 -3.7872 4.8730 0.1 0.2 -0.1
C -3.4929 -2.9262 4.0121 0.1 0.2 -0.2
C -4.2516 -1.8440 3.5637 0.1 -0.1 -0.1
F -5.4910 -1.6829 3.9868 0.1 0.0 0.0
C -3.7088 -0.9492 2.6490 0.1 -0.1 0.0
F -4.4526 0.0824 2.2536 -0.2 -0.2 0.2
C -2.4239 -1.1061 2.1232 0.2 -0.1 -0.1
P -1.9142 0.0865 0.8113 -1.1 -0.2 0.8
C -2.1653 1.6652 1.6970 0.3 -0.1 -0.3
C -1.9793 1.6848 3.0813 0.1 -0.1 -0.1
C -2.3285 2.8070 3.8093 0.0 0.1 0.0
C -2.8554 3.9172 3.1667 0.0 -0.1 0.0
C -2.9931 3.9177 1.7878 0.0 0.1 -0.1
C -2.6294 2.8061 1.0456 0.2 0.1 0.0
C -3.3206 -0.2445 -0.3252 0.3 0.3 -0.1
C -3.3466 -1.4947 -0.9484 0.2 0.1 0.0
C -4.3748 -1.8226 -1.8097 0.0 -0.1 0.0
C -5.3932 -0.9165 -2.0550 0.0 0.0 0.1
C -5.3956 0.3056 -1.4074 0.0 0.0 0.0
C -4.3681 0.6429 -0.5437 0.1 0.1 0.0
C -1.6914 -2.2007 2.5695 -0.2 0.0 0.2
Br 0.0466 -2.5671 1.9404 0.0 0.0 0.0
C -2.2028 -3.0855 3.5140 0.1 0.1 -0.3
F -1.4476 -4.0970 3.9136 -0.2 -0.1 0.2
H -1.5713 0.8248 3.5930 0.0 -0.1 0.1
H -2.2057 2.8140 4.8810 0.1 0.0 0.1
H -3.1527 4.7806 3.7417 0.0 0.1 0.0
H -3.3979 4.7876 1.2913 0.0 0.0 -0.1
H -2.7164 2.8369 -0.0301 -0.1 0.0 0.0
H -2.5777 -2.2271 -0.7451 0.0 -0.1 0.0
H -4.3900 -2.7915 -2.2790 0.0 -0.2 -0.1
H -6.1937 -1.1741 -2.7261 -0.1 -0.1 -0.1
H -6.2087 0.9964 -1.5582 -0.1 0.1 0.0
H -4.4025 1.5814 -0.0193 -0.1 0.1 0.0
C 4.7234 0.4877 0.8207 -0.8 0.0 0.0
Si 2.8542 0.7130 0.6068 -0.2 0.3 0.1
C 1.8302 0.5733 2.2096 0.6 -0.1 -0.5
C 2.5376 2.5016 0.0145 0.2 -0.7 0.0
C 2.2277 -0.6246 -0.6781 0.1 0.0 -0.1
Si 2.9472 -2.4326 -0.4302 0.3 -0.2 -0.1
C 4.5792 -2.6390 -1.3778 -0.7 0.2 0.3
C 3.3165 -2.8926 1.3769 -0.2 0.2 -0.6
C 1.6590 -3.6627 -1.1437 0.4 0.4 0.3
Si 2.5458 -0.0370 -2.4849 0.3 0.3 -0.4
C 4.2495 0.6300 -2.9434 -0.6 -0.3 0.3
C 1.9160 -1.2121 -3.8513 0.4 0.2 0.7
C 1.2721 1.3978 -2.5526 0.7 0.0 -0.4
C 1.4887 2.6590 -3.0950 -0.2 -0.1 -0.1
C 0.5115 3.6357 -2.9919 -0.1 -0.3 0.0
C -0.7250 3.2831 -2.4548 0.1 -0.1 0.0
C -0.9139 1.9869 -2.0240 -0.3 0.4 0.1
N 0.0846 1.0998 -2.0174 -0.2 0.1 0.0
H 5.1187 1.2894 1.4371 0.0 0.2 0.1
H 5.2441 0.5280 -0.1303 0.0 0.0 -0.2
H 4.9782 -0.4485 1.3026 0.0 -0.2 0.1
H 2.1152 1.3685 2.8919 0.1 0.2 0.1
H 1.9907 -0.3594 2.7363 0.0 -0.2 0.1
H 0.7607 0.6807 2.0237 -0.1 0.0 -0.1
H 2.9736 3.1955 0.7270 0.1 0.0 0.3
H 1.4824 2.7524 -0.0565 -0.2 0.0 0.0
H 2.9980 2.7183 -0.9418 0.1 0.1 -0.1
H 5.3177 -1.9078 -1.0721 0.2 0.2 0.1
H 4.4867 -2.5887 -2.4564 -0.1 0.0 -0.3
H 4.9892 -3.6157 -1.1383 0.0 -0.2 0.1
H 4.3894 -2.8938 1.5427 0.2 0.0 0.0
H 2.9671 -3.8991 1.5847 -0.1 -0.2 0.0
H 2.8753 -2.2341 2.1136 -0.1 0.2 0.2
H 1.1386 -3.3001 -2.0253 -0.1 0.0 -0.3
H 0.9134 -3.9576 -0.4101 -0.1 -0.1 0.1
H 2.1691 -4.5747 -1.4446 0.1 -0.1 0.0
H 5.0172 -0.1191 -2.8048 0.2 -0.3 0.1
H 4.5416 1.5022 -2.3729 0.0 0.2 0.2
H 4.2656 0.9004 -3.9942 -0.1 0.0 -0.3
H 2.3879 -2.1854 -3.7738 0.1 -0.3 0.0
H 2.1726 -0.8187 -4.8324 0.0 0.2 0.0
H 0.8391 -1.3650 -3.8446 -0.2 0.0 0.0
H 2.4349 2.8655 -3.5711 0.1 0.1 0.0
H 0.6981 4.6429 -3.3376 0.0 0.0 0.0
H -1.5256 4.0023 -2.3792 -0.1 0.0 0.0
H -1.8722 1.6237 -1.6785 -0.1 0.1 0.1
```
Positions in Å, forces in eV/Å.


Entry 3:
# C49H48N4O2P2S2Sr

A molecular structure, C49H48N4O2P2S2Sr (ωB97M-V/def2-TZVPD, the Open Molecules 2025 dataset).

The value obtained for the LUMO energy is -0.79 eV. Its frontier orbital gap is 0.194 Eh. The calculation puts the energy above the lowest of the compared OMol25 structures with the same formula, charge and spin at 9.5 kcal/mol. The value obtained for the HOMO energy is -6.08 eV.

```
108
Properties=species:S:1:pos:R:3:forces:R:3
Sr -0.4047 -0.3664 0.1717 0.2 -0.2 0.2
C -2.8179 -7.6599 -1.5593 0.0 0.0 0.0
C -2.1104 -6.3545 -1.3167 0.0 -0.1 0.0
C -0.8522 -6.1034 -1.7845 0.0 0.0 0.0
C -0.2048 -4.8651 -1.5561 -0.1 0.0 0.0
C 1.0760 -4.6244 -2.0754 0.0 0.0 0.0
N 1.7650 -3.5244 -1.9096 0.1 0.1 0.0
C 2.9562 -3.1668 -2.6790 0.0 -0.1 0.0
C 4.2352 -3.9564 -2.3615 0.0 0.0 0.0
C 5.1745 -3.3501 -1.3146 0.0 0.0 0.1
N 4.7686 -3.5776 0.0727 0.0 0.0 0.0
C 3.7614 -2.9219 0.6184 0.0 0.0 0.0
C 3.2207 -3.0410 1.8871 0.0 0.0 0.0
C 3.7816 -3.7661 2.9743 0.0 0.0 0.0
C 3.1917 -3.7700 4.1992 0.0 0.0 0.0
C 3.7692 -4.4958 5.3820 0.0 0.0 0.0
C 1.9807 -3.0296 4.3594 0.0 0.0 0.0
C 1.3677 -2.3232 3.3653 0.1 -0.1 0.1
C 0.1166 -1.6258 3.6735 -0.1 -0.1 0.0
N -0.6124 -0.9690 2.8702 0.1 0.1 0.0
C -1.7903 -0.3189 3.4383 -0.1 0.0 0.0
C -2.8865 -0.0507 2.4114 0.0 -0.1 0.0
C -3.5230 -1.2777 1.7657 -0.1 0.0 0.0
N -2.6218 -1.9738 0.8461 0.1 0.0 -0.1
C -2.9303 -3.1699 0.5490 -0.1 -0.1 0.1
C -2.2017 -4.1051 -0.3162 0.0 -0.1 -0.1
C -2.7486 -5.3389 -0.5616 0.0 0.0 0.0
C -0.8924 -3.8102 -0.8542 0.0 0.1 0.2
O -0.3478 -2.7004 -0.6846 0.0 0.3 -0.1
C 1.9624 -2.3250 2.0372 0.1 0.0 -0.1
O 1.4287 -1.7975 1.0594 -0.1 0.3 -0.1
H -2.1784 -8.3580 -2.0986 0.0 0.0 0.0
H -3.7251 -7.5175 -2.1501 0.0 0.0 0.0
H -3.1119 -8.1351 -0.6212 0.0 0.0 0.0
H -0.3251 -6.8679 -2.3484 0.0 0.0 0.0
H 1.5389 -5.3993 -2.6847 0.0 0.0 0.0
H 1.2679 -2.7789 -1.4027 -0.1 0.0 0.0
H 3.0977 -2.0964 -2.5131 0.0 0.0 0.0
H 2.7191 -3.2892 -3.7383 0.0 0.0 0.0
H 4.8082 -4.0184 -3.2895 0.0 0.0 0.0
H 3.9885 -4.9857 -2.0852 0.0 0.0 0.0
H 5.2717 -2.2741 -1.4730 0.0 0.0 0.0
H 6.1668 -3.7845 -1.4301 0.0 0.0 0.0
H 5.2434 -4.2937 0.5987 0.0 0.0 0.0
H 3.2803 -2.1943 -0.0297 0.0 0.0 0.0
H 4.7168 -4.3021 2.8372 0.0 0.0 0.0
H 4.6809 -5.0277 5.1121 0.0 0.0 0.0
H 3.0626 -5.2256 5.7826 0.0 0.0 0.0
H 4.0144 -3.8029 6.1895 0.0 0.0 0.0
H 1.5220 -3.0355 5.3453 0.0 0.0 0.0
H -0.1828 -1.7220 4.7284 0.0 0.0 0.0
H -1.4699 0.6453 3.8440 0.0 0.0 0.0
H -2.1965 -0.9075 4.2721 0.0 0.0 0.0
H -2.5245 0.6286 1.6300 0.0 0.0 0.0
H -3.6765 0.5089 2.9173 0.0 0.0 0.0
H -4.3962 -0.9428 1.1978 0.0 0.0 0.0
H -3.8838 -1.9619 2.5447 0.0 0.0 0.0
H -3.8339 -3.6185 0.9900 0.0 0.0 0.0
H -3.7294 -5.5599 -0.1473 0.0 0.0 0.0
S 1.5737 1.7773 0.9293 0.1 -0.1 -0.2
P 2.0102 1.5770 -1.0544 -0.1 -0.2 -0.1
C 1.1873 0.4103 -1.9655 -0.2 0.0 0.3
P -0.2562 0.8275 -2.7193 0.2 0.0 -0.3
S -1.7996 1.6517 -1.6781 0.1 -0.3 0.2
C -0.0130 1.8591 -4.2184 -0.1 0.1 0.0
C -0.7671 2.9974 -4.4739 0.0 0.0 0.0
C -0.5084 3.7704 -5.5995 0.0 0.0 0.0
C 0.4948 3.4040 -6.4832 0.0 0.0 0.0
C 1.2511 2.2663 -6.2341 0.0 -0.1 0.0
C 1.0046 1.5062 -5.1013 0.0 0.1 -0.1
C -0.8748 -0.7544 -3.4494 -0.1 0.2 0.1
C -2.2289 -1.0632 -3.4688 0.0 -0.1 0.0
C -2.6701 -2.2782 -3.9849 0.0 0.0 0.0
C -1.7605 -3.1842 -4.5078 0.0 0.0 0.0
C -0.4054 -2.8714 -4.5087 0.0 0.0 0.0
C 0.0329 -1.6713 -3.9722 0.0 -0.1 0.0
C 1.9958 3.2485 -1.8027 -0.2 0.0 0.1
C 2.6902 3.5018 -2.9827 0.0 0.1 -0.1
C 2.5549 4.7226 -3.6263 0.0 0.0 0.0
C 1.7198 5.6990 -3.1012 0.0 0.0 0.0
C 1.0223 5.4511 -1.9288 0.0 0.0 0.0
C 1.1588 4.2298 -1.2815 0.0 0.1 -0.1
C 3.7942 1.1791 -1.1993 0.1 -0.2 0.1
C 4.7345 1.6833 -0.3066 0.1 0.0 0.0
C 6.0835 1.4006 -0.4736 0.0 0.0 0.0
C 6.5094 0.6142 -1.5364 0.0 0.0 0.0
C 5.5775 0.1083 -2.4334 0.0 0.1 0.0
C 4.2260 0.3862 -2.2582 0.1 0.0 0.0
H -1.5460 3.2825 -3.7784 0.0 0.0 0.0
H -1.0915 4.6648 -5.7819 0.0 0.0 0.0
H 0.6928 4.0079 -7.3604 0.0 0.0 0.0
H 2.0434 1.9786 -6.9149 0.0 0.0 0.0
H 1.6244 0.6428 -4.8883 0.0 0.0 0.0
H -2.9369 -0.3537 -3.0583 0.0 0.0 0.0
H -3.7278 -2.5121 -3.9792 0.0 0.0 0.0
H -2.1019 -4.1290 -4.9134 0.0 0.0 0.0
H 0.3090 -3.5733 -4.9281 0.0 0.0 0.0
H 1.0892 -1.4337 -3.9296 0.0 0.0 0.0
H 3.3339 2.7467 -3.4170 0.0 0.0 0.0
H 3.0941 4.9055 -4.5477 0.0 0.0 0.0
H 1.6113 6.6486 -3.6110 0.0 0.0 0.0
H 0.3637 6.2057 -1.5166 0.0 0.0 0.0
H 0.6094 4.0306 -0.3704 0.0 0.0 0.0
H 4.4026 2.2865 0.5302 0.0 0.0 0.0
H 6.8071 1.7976 0.2278 0.0 0.0 0.0
H 7.5638 0.4039 -1.6697 0.0 0.0 0.0
H 5.9004 -0.4897 -3.2785 0.0 0.0 0.0
H 3.4756 0.0104 -2.9463 0.0 0.0 0.0
```
Positions in Å, forces in eV/Å.


Entry 4:
# C11H9AsINS4SeTc

A molecular structure, C11H9AsINS4SeTc (ωB97M-V/def2-TZVPD, the Open Molecules 2025 dataset).

Its charge is +3. The value obtained for the LUMO energy is -13.17 eV. Its frontier orbital gap is 0.154 Eh. The value obtained for the HOMO energy is -17.36 eV.

```
29
Properties=species:S:1:pos:R:3:forces:R:3
Tc 0.0644 0.0677 -0.8151 -0.1 -0.1 0.0
S 3.3103 -3.8815 -1.5304 0.0 0.0 0.0
As 1.9873 -2.2167 -1.6975 0.1 0.0 0.1
S -0.1635 -2.1091 -1.0603 0.0 0.1 0.0
S 2.2406 -0.1571 -0.8259 0.1 0.0 0.0
S 2.8217 -3.0141 -3.4874 0.0 0.0 0.0
I -4.0081 1.0302 -4.9986 0.0 0.0 0.0
C -2.3824 1.6589 -3.8924 0.0 0.0 0.0
C -1.8653 2.9537 -4.0072 0.0 0.0 0.0
C -0.7623 3.3432 -3.2536 0.0 0.0 0.0
C -0.1849 2.4394 -2.3955 0.0 0.0 0.0
N -0.6924 1.1860 -2.2757 0.0 0.0 0.0
C -1.7656 0.7921 -3.0094 0.0 0.0 0.0
H -2.3227 3.6571 -4.6925 0.0 0.0 0.0
H -0.3483 4.3384 -3.3417 0.0 0.0 0.0
H 0.6890 2.6876 -1.8018 0.0 0.0 0.0
H -2.1125 -0.2238 -2.8717 0.0 0.0 0.0
Se -0.5529 0.5638 1.3280 0.0 -0.1 0.0
C 0.0849 -0.4300 2.7275 0.0 0.1 0.0
C 0.9421 -1.5480 2.6118 0.0 0.0 0.0
C 1.3317 -2.1930 3.7571 0.0 0.0 0.0
C 0.8812 -1.7392 5.0067 0.0 0.0 0.0
C 0.0345 -0.6338 5.1228 0.0 0.0 0.0
C -0.3695 0.0336 3.9919 0.0 0.0 0.0
H 1.2794 -1.8852 1.6419 0.0 0.0 0.0
H 1.9872 -3.0515 3.7061 0.0 0.0 0.0
H 1.2006 -2.2581 5.9021 0.0 0.0 0.0
H -0.2997 -0.3038 6.0969 0.0 0.0 0.0
H -1.0248 0.8931 4.0638 0.0 0.0 0.0
```
Positions in Å, forces in eV/Å.


Entry 5:
# C29H26AlBrN4

A molecular structure, C29H26AlBrN4 (ωB97M-V/def2-TZVPD, the Open Molecules 2025 dataset).

Its charge is +2. The value obtained for the LUMO energy is -5.89 eV. Its frontier orbital gap is 0.267 Eh. The calculation puts the energy above the lowest of the compared OMol25 structures with the same formula, charge and spin at 21.0 kcal/mol. The value obtained for the HOMO energy is -13.15 eV.

```
61
Properties=species:S:1:pos:R:3:forces:R:3
Al -0.2062 -0.5522 0.3412 -0.6 -0.2 0.3
C -1.4893 -1.3322 -2.2625 -0.1 0.0 0.0
C -0.7729 -2.6216 -2.5703 0.0 0.0 0.0
C -0.1133 -3.3100 -1.4118 0.0 -0.1 -0.1
C 0.2374 -4.6403 -1.5931 0.0 0.0 0.1
C 0.7744 -5.3683 -0.5490 0.0 0.0 0.0
C 0.9099 -4.7384 0.6762 0.0 0.1 0.0
C 0.5495 -3.4134 0.7828 0.1 -0.1 0.1
N 0.0809 -2.6694 -0.2393 -0.1 0.2 -0.1
N -0.6256 -0.2631 -1.6795 0.2 0.0 -0.3
C 0.7433 -0.2026 -2.2701 -0.1 0.0 -0.1
C 1.5235 0.7762 -1.4342 0.1 0.1 0.0
C 2.4834 1.6394 -1.9243 -0.1 -0.1 0.0
C 3.0586 2.5538 -1.0528 0.0 0.0 0.0
C 2.6427 2.5903 0.2719 0.0 0.0 0.0
C 1.6997 1.6794 0.6966 0.1 0.0 0.0
N 1.1630 0.7788 -0.1411 0.1 0.1 -0.1
C -1.2885 1.0507 -1.9144 0.0 0.0 0.0
C -2.0661 1.5019 -0.7185 -0.2 0.2 -0.1
C -3.0302 2.4923 -0.8172 0.0 -0.1 0.0
C -3.5925 2.9854 0.3478 0.0 0.0 0.0
C -3.1598 2.4799 1.5665 0.0 0.0 0.0
C -2.2177 1.4730 1.5752 -0.1 0.0 0.1
N -1.6883 0.9730 0.4461 0.2 -0.2 -0.1
H -2.3125 -1.4932 -1.5605 0.0 0.0 0.0
H -1.9268 -0.9654 -3.1931 0.0 0.0 0.0
H -0.0563 -2.4800 -3.3841 0.0 0.0 0.0
H -1.5190 -3.3058 -2.9793 0.0 0.0 0.0
H 0.0643 -5.1004 -2.5562 0.0 0.0 0.0
H 1.0531 -6.4044 -0.6820 0.0 0.0 0.0
H 1.2849 -5.2538 1.5478 0.0 0.0 0.0
H 0.6261 -2.9198 1.7342 0.0 0.0 0.0
H 0.7156 0.1051 -3.3180 0.0 0.0 0.0
H 1.2079 -1.1873 -2.2178 0.0 0.0 0.0
H 2.7619 1.6034 -2.9682 0.0 0.0 0.0
H 3.8115 3.2444 -1.4074 0.0 0.0 0.0
H 3.0488 3.3060 0.9711 0.0 0.0 0.0
H 1.3615 1.6437 1.7242 0.0 0.0 0.0
H -1.9138 1.0012 -2.8060 0.0 0.0 0.0
H -0.5271 1.8091 -2.1100 0.0 0.0 0.0
H -3.3255 2.8680 -1.7872 0.0 0.0 0.0
H -4.3479 3.7582 0.3085 0.0 0.0 0.0
H -3.5549 2.8494 2.5013 0.0 0.0 0.0
H -1.8760 1.0305 2.4988 0.0 0.0 0.0
Br 2.6230 -1.1003 1.9120 0.1 0.0 0.1
C 1.5505 -1.0280 3.4961 0.0 0.0 0.1
C 2.2262 -0.9965 4.6818 0.1 0.0 -0.2
C 1.5227 -1.0894 5.8952 -0.1 0.0 0.1
C 0.1737 -1.2804 5.8769 0.1 0.0 0.0
C -0.5361 -1.3342 4.6539 0.0 0.0 0.0
C -1.9195 -1.6310 4.6614 -0.1 0.0 -0.1
C -2.6116 -1.7418 3.4926 0.0 0.0 0.1
C -1.9572 -1.4501 2.2803 0.1 0.0 0.0
C -0.6233 -1.0989 2.1946 0.0 -0.1 0.0
C 0.1342 -1.1364 3.4117 -0.1 0.1 -0.1
H 3.3052 -0.9305 4.6896 0.0 0.0 0.0
H 2.0660 -1.0523 6.8284 0.0 0.0 0.0
H -0.3757 -1.4134 6.7996 0.0 0.0 0.0
H -2.4070 -1.7990 5.6130 0.0 0.0 0.0
H -3.6573 -2.0179 3.4895 0.0 0.0 0.0
H -2.5788 -1.4675 1.3856 0.0 0.0 0.0
```
Positions in Å, forces in eV/Å.